[1]
Computed, not measured: C24H28FIO9 in the gas phase at a distorted geometry, with ωB97M-V/def2-TZVPD.

Molecular weight: 606.38 g mol⁻¹
LUMO level: -1.2 eV
Calculated total energy: -2005.91492 Ha
Gap between HOMO and LUMO: 8.185 eV

Geometry (Å):
C  -3.560  -2.038  -4.041
C  -3.203  -0.508  -4.086
O  -2.977  0.013  -5.134
O  -3.235  0.141  -2.836
C  -2.186  1.040  -2.657
O  -1.127  1.009  -3.213
C  -2.435  2.159  -1.572
C  -1.302  2.258  -0.519
C  -0.789  3.603  -0.170
C  -1.302  4.927  -0.816
C  -0.195  5.427  -1.845
C  0.309  4.317  -2.823
F  1.243  4.948  -3.708
C  0.256  3.754  0.856
C  0.842  2.627  1.571
C  1.939  2.827  2.674
C  1.340  2.671  4.156
C  -0.229  2.595  4.214
I  1.979  4.250  5.505
C  0.356  1.293  1.205
C  -0.710  1.142  0.193
C  -1.182  -0.306  -0.080
O  -2.318  -0.645  -0.300
C  -0.055  -1.398  -0.009
O  -0.086  -2.485  -0.893
C  0.932  -1.262  0.915
C  2.117  -2.268  1.099
O  1.704  -3.530  1.628
C  1.626  -4.547  0.647
O  2.642  -5.527  0.942
C  2.345  -6.642  0.066
C  1.672  -7.790  0.954
O  1.090  -7.289  2.170
C  0.933  -0.007  1.859
O  1.342  -0.068  2.991
H  -2.932  -2.599  -3.304
H  -3.606  -2.490  -5.055
H  -4.614  -2.073  -3.631
H  -3.390  1.894  -1.030
H  -2.633  3.105  -2.128
H  -2.321  4.860  -1.263
H  -1.302  5.693  0.010
H  -0.511  6.340  -2.416
H  0.686  5.749  -1.218
H  0.904  3.519  -2.302
H  -0.494  3.824  -3.426
H  0.634  4.779  1.100
H  2.727  2.034  2.589
H  2.365  3.862  2.618
H  1.714  1.713  4.604
H  -0.496  2.395  5.293
H  -0.736  3.562  3.957
H  -0.657  1.726  3.645
H  0.533  -2.292  -1.625
H  2.716  -2.356  0.146
H  2.831  -1.830  1.851
H  1.803  -4.198  -0.403
H  0.587  -4.989  0.711
H  3.278  -6.981  -0.450
H  1.583  -6.364  -0.721
H  0.824  -8.217  0.358
H  2.474  -8.532  1.190
H  0.262  -6.826  1.959

[2]
Computed, not measured: C24H28FN3O3 in the gas phase, with ωB97M-V/def2-TZVPD.

Molecular weight: 425.50 g mol⁻¹
LUMO level: 0.5 eV
Energy above the lowest of the compared OMol25 structures with the same formula, charge and spin: 0.752 eV
Calculated total energy: -1421.26101 Ha
Gap between HOMO and LUMO: 8.778 eV

Geometry (Å):
C  -7.849  -0.067  0.396
C  -6.904  -0.191  -0.793
C  -5.440  -0.139  -0.358
C  -4.477  -0.397  -1.521
N  -3.132  -0.336  -0.992
C  -2.255  -1.372  -1.261
O  -2.385  -2.055  -2.259
N  -1.249  -1.567  -0.352
C  -1.408  -1.416  1.080
C  -0.117  -0.886  1.704
C  1.051  -1.810  1.348
C  2.378  -1.311  1.914
O  3.058  -1.981  2.662
N  2.729  -0.066  1.523
C  4.000  0.530  1.879
C  4.917  0.618  0.686
C  5.252  -0.543  -0.003
C  6.072  -0.494  -1.113
C  6.557  0.735  -1.526
F  7.359  0.794  -2.609
C  6.242  1.905  -0.860
C  5.414  1.837  0.247
C  1.130  -1.993  -0.172
C  -0.206  -2.512  -0.698
C  -2.844  0.866  -0.338
C  -1.568  1.421  -0.321
C  -1.336  2.635  0.294
C  -2.386  3.328  0.877
C  -3.665  2.809  0.832
C  -3.910  1.583  0.223
O  -5.200  1.146  0.197
H  -7.712  -0.901  1.081
H  -7.651  0.857  0.931
H  -8.882  -0.063  0.058
H  -7.077  -1.133  -1.315
H  -7.083  0.628  -1.491
H  -5.258  -0.896  0.422
H  -4.632  -1.382  -1.959
H  -4.622  0.368  -2.293
H  -1.640  -2.399  1.516
H  -2.233  -0.740  1.300
H  -0.236  -0.837  2.787
H  0.060  0.126  1.338
H  0.876  -2.789  1.805
H  2.170  0.422  0.842
H  3.830  1.523  2.307
H  4.433  -0.121  2.643
H  4.870  -1.492  0.344
H  6.342  -1.387  -1.655
H  6.639  2.845  -1.209
H  5.160  2.744  0.776
H  1.360  -1.043  -0.660
H  1.919  -2.703  -0.422
H  -0.421  -3.497  -0.262
H  -0.191  -2.614  -1.784
H  -0.769  0.888  -0.815
H  -0.341  3.053  0.303
H  -2.210  4.278  1.356
H  -4.500  3.339  1.261

[3]
Computed, not measured: C24H28N2O5 in the gas phase, with ωB97M-V/def2-TZVPD.

Molecular weight: 424.50 g mol⁻¹
LUMO level: -0.4 eV
Energy above the lowest of the compared OMol25 structures with the same formula, charge and spin: 2.920 eV
Calculated total energy: -1417.04783 Ha
Gap between HOMO and LUMO: 7.579 eV

Geometry (Å):
C  -0.708  3.377  -2.946
C  -0.431  1.930  -3.215
C  0.433  1.537  -4.229
C  0.704  0.199  -4.450
C  0.125  -0.793  -3.674
C  0.442  -2.238  -3.900
C  -0.740  -0.401  -2.649
C  -1.339  -1.408  -1.748
O  -2.153  -2.303  -2.279
C  -1.037  -1.432  -0.418
C  -1.489  -2.488  0.446
O  -2.266  -3.386  0.141
C  -0.766  -2.297  1.767
O  -0.828  -2.984  2.763
N  -0.005  -1.181  1.627
C  0.900  -0.733  2.652
C  0.727  0.745  3.079
N  -0.451  1.153  3.786
C  -1.659  1.500  3.071
C  -2.707  0.377  3.060
O  -2.983  -0.056  4.371
C  -1.810  -0.549  4.990
C  -0.741  0.551  5.072
C  -0.066  -0.551  0.321
C  1.262  -0.486  -0.367
C  2.166  -1.453  -0.688
C  3.198  -0.802  -1.408
C  2.849  0.514  -1.478
C  3.508  1.682  -2.116
O  1.675  0.712  -0.838
C  -1.009  0.944  -2.429
H  -0.511  3.981  -3.829
H  -1.742  3.523  -2.642
H  -0.066  3.733  -2.140
H  0.897  2.287  -4.855
H  1.383  -0.082  -5.242
H  1.151  -2.352  -4.715
H  -0.463  -2.792  -4.141
H  0.872  -2.675  -2.999
H  -2.440  -2.936  -1.567
H  0.751  -1.398  3.506
H  1.931  -0.848  2.293
H  1.581  0.966  3.730
H  0.819  1.381  2.194
H  -1.413  1.803  2.053
H  -2.104  2.360  3.590
H  -3.652  0.743  2.654
H  -2.363  -0.473  2.452
H  -2.109  -0.863  5.992
H  -1.439  -1.422  4.438
H  0.178  0.154  5.503
H  -1.122  1.347  5.726
H  -0.440  0.478  0.412
H  2.107  -2.493  -0.437
H  4.076  -1.256  -1.819
H  4.444  1.371  -2.570
H  3.708  2.458  -1.379
H  2.858  2.101  -2.882
H  -1.693  1.223  -1.641

[4]
Computed, not measured: C24H28N2O6S in the gas phase at a distorted geometry, with ωB97M-V/def2-TZVPD.

Molecular weight: 472.56 g mol⁻¹
LUMO level: 0.6 eV
Energy above the lowest of the compared OMol25 structures with the same formula, charge and spin: 0.482 eV
Calculated total energy: -1890.49938 Ha
Gap between HOMO and LUMO: 8.662 eV

Geometry (Å):
C  -1.861  -5.921  -0.618
C  -1.577  -4.735  -1.536
O  -2.175  -3.538  -1.080
C  -1.586  -2.827  -0.079
C  -0.398  -3.155  0.563
C  0.104  -2.324  1.549
C  -0.550  -1.158  1.918
C  0.057  -0.215  2.918
C  0.894  0.841  2.186
N  1.992  0.208  1.491
C  3.221  0.730  1.447
O  3.543  1.787  1.959
C  4.254  -0.147  0.754
S  3.715  -0.934  -0.802
O  2.459  -1.598  -0.563
O  4.804  -1.755  -1.258
C  3.513  0.424  -2.019
C  2.557  1.422  -1.519
N  1.212  1.173  -1.541
C  0.652  2.214  -0.998
C  -0.762  2.404  -0.779
C  -1.245  3.529  -0.107
C  -2.595  3.679  0.106
C  -3.499  2.715  -0.352
O  -4.807  2.960  -0.087
C  -5.771  2.023  -0.506
C  -3.018  1.596  -1.027
C  -1.662  1.441  -1.232
O  1.549  3.153  -0.620
C  2.764  2.652  -0.948
C  3.978  3.439  -0.634
C  -1.744  -0.842  1.280
C  -2.260  -1.666  0.305
H  -1.446  -5.753  0.373
H  -1.423  -6.822  -1.037
H  -2.935  -6.062  -0.519
H  -2.033  -4.910  -2.515
H  -0.499  -4.597  -1.677
H  0.161  -4.038  0.301
H  1.025  -2.602  2.040
H  0.695  -0.758  3.617
H  -0.725  0.295  3.483
H  0.252  1.374  1.476
H  1.324  1.563  2.885
H  1.773  -0.603  0.918
H  5.150  0.426  0.533
H  4.517  -0.985  1.398
H  3.141  -0.069  -2.914
H  4.510  0.823  -2.178
H  -0.551  4.275  0.249
H  -2.986  4.539  0.626
H  -5.610  1.046  -0.040
H  -6.730  2.423  -0.182
H  -5.776  1.912  -1.595
H  -3.691  0.839  -1.396
H  -1.276  0.572  -1.739
H  4.218  3.321  0.425
H  3.798  4.494  -0.828
H  4.817  3.095  -1.233
H  -2.272  0.061  1.551
H  -3.188  -1.431  -0.191

[5]
Computed, not measured: 2 unconnected molecules or ions with the total composition C24H28NO4 at a distorted geometry, with ωB97M-V/def2-TZVPD.

Molecular weight: 394.49 g mol⁻¹
LUMO level: 2.8 eV
Energy above the lowest of the compared OMol25 structures with the same formula, charge and spin: 0.000 eV
Total charge: -1
Calculated total energy: -1287.04933 Ha
Gap between HOMO and LUMO: 5.234 eV

Geometry (Å):
C  1.584  -0.233  1.999
C  0.155  -0.206  1.528
O  -0.021  0.958  0.691
C  -1.309  1.130  0.297
C  -1.472  2.240  -0.668
C  -2.686  2.685  -1.031
O  -2.239  0.478  0.745
H  1.710  -1.123  2.615
H  2.281  -0.299  1.159
H  1.840  0.639  2.605
H  -0.051  -1.098  0.915
H  -0.554  -0.139  2.366
H  -0.535  2.658  -1.040
H  -2.694  3.533  -1.716
H  -3.594  2.148  -0.766
C  -8.004  4.694  -3.830
C  -6.587  4.228  -4.088
C  -6.566  2.765  -4.487
C  -5.984  5.065  -5.201
O  -5.683  4.471  -2.943
C  -6.012  3.988  -1.721
C  -4.903  4.207  -0.742
N  -5.240  4.036  0.476
C  -4.914  4.004  1.734
C  -6.030  3.984  2.689
C  -5.892  3.933  4.093
C  -7.024  3.973  4.910
C  -8.303  4.102  4.347
C  -8.447  4.142  2.952
C  -7.317  4.088  2.144
C  -3.502  3.935  2.130
C  -3.075  2.846  2.902
C  -1.718  2.634  3.120
C  -0.788  3.554  2.629
C  -1.214  4.681  1.917
C  -2.565  4.861  1.635
O  -7.089  3.490  -1.439
H  -8.005  5.750  -3.533
H  -8.593  4.599  -4.752
H  -8.477  4.092  -3.048
H  -5.540  2.456  -4.728
H  -6.960  2.120  -3.692
H  -7.180  2.633  -5.387
H  -4.955  4.747  -5.396
H  -6.567  4.966  -6.122
H  -5.974  6.122  -4.914
H  -4.039  4.763  -1.121
H  -4.899  3.859  4.536
H  -6.921  3.910  5.999
H  -9.181  4.181  4.989
H  -9.424  4.217  2.479
H  -7.405  4.108  1.061
H  -3.828  2.156  3.288
H  -1.398  1.767  3.703
H  0.280  3.383  2.792
H  -0.478  5.407  1.566
H  -2.909  5.709  1.039

[6]
Computed, not measured: a molecular structure, C24H29AlCl3IN5O3S, with ωB97M-V/def2-TZVPD.

Molecular weight: 727.84 g mol⁻¹
LUMO level: -3.0 eV
Energy above the lowest of the compared OMol25 structures with the same formula, charge and spin: 0.000 eV
Total charge: +1
Calculated total energy: -3750.29636 Ha
Gap between HOMO and LUMO: 7.249 eV

Geometry (Å):
Al  -0.527  1.610  -1.356
Cl  -1.004  -2.846  -7.310
C  -0.930  -1.950  -5.829
C  0.301  -1.633  -5.282
C  0.354  -0.894  -4.113
Cl  1.884  -0.430  -3.459
C  -0.804  -0.471  -3.458
O  -0.765  0.248  -2.351
C  -2.023  -0.816  -4.046
Cl  -3.494  -0.290  -3.277
C  -2.103  -1.544  -5.218
H  1.216  -1.943  -5.766
H  -3.064  -1.786  -5.649
I  -0.936  2.905  -4.487
C  -2.401  3.194  -3.037
C  -3.532  3.914  -3.389
C  -4.515  4.118  -2.440
C  -4.330  3.618  -1.160
C  -3.172  2.928  -0.885
N  -2.218  2.696  -1.807
H  -3.629  4.302  -4.392
H  -5.410  4.669  -2.694
H  -5.071  3.757  -0.387
H  -2.973  2.551  0.106
C  4.751  -2.785  0.841
N  3.902  -1.629  1.101
C  4.622  -0.383  1.319
C  2.586  -1.621  0.797
S  1.833  -0.228  0.218
N  1.911  -2.780  0.993
C  0.627  -3.028  0.367
C  2.258  -3.707  2.062
H  5.522  -2.497  0.123
H  4.173  -3.595  0.409
H  5.243  -3.136  1.750
H  5.483  -0.601  1.950
H  3.977  0.329  1.825
H  4.965  0.051  0.377
H  0.500  -2.370  -0.488
H  -0.196  -2.859  1.070
H  0.591  -4.067  0.033
H  3.007  -3.263  2.713
H  2.630  -4.659  1.680
H  1.362  -3.905  2.653
O  0.024  2.112  6.628
C  0.321  0.807  6.204
N  -0.387  0.459  4.987
C  0.233  0.388  3.778
O  1.436  0.429  3.627
C  -0.691  0.238  2.599
C  -1.772  -0.616  2.599
C  -2.557  -0.743  1.452
C  -2.242  0.017  0.358
N  -1.209  0.889  0.361
C  -0.405  0.943  1.429
H  0.502  2.741  6.078
H  -0.002  0.148  7.007
H  1.382  0.659  6.009
H  -1.390  0.549  5.010
H  -2.003  -1.205  3.479
H  -3.400  -1.418  1.418
H  -2.821  -0.032  -0.557
H  0.343  1.724  1.436
C  0.813  2.961  -1.057
H  1.706  2.590  -0.551
H  0.378  3.743  -0.422
H  1.142  3.445  -1.977

[7]
Computed, not measured: a molecular structure, C24H29AsF5GeLiSSi2 at a distorted geometry, with ωB97M-V/def2-TZVPD.

Molecular weight: 655.20 g mol⁻¹
LUMO level: -0.3 eV
Energy above the lowest of the compared OMol25 structures with the same formula, charge and spin: 0.712 eV
Calculated total energy: -6728.71748 Ha
Gap between HOMO and LUMO: 6.230 eV

Geometry (Å):
Li  0.613  -1.016  0.573
F  5.367  2.965  -0.383
C  4.090  2.567  -0.384
C  3.759  1.208  -0.407
F  4.719  0.281  -0.468
C  2.436  0.824  -0.358
F  2.143  -0.500  -0.367
C  1.380  1.742  -0.278
S  -0.260  1.191  -0.025
C  1.741  3.098  -0.291
F  0.762  4.018  -0.245
C  3.056  3.511  -0.334
F  3.339  4.816  -0.314
Ge  -1.514  2.490  -1.431
C  -0.557  2.843  -3.124
C  -0.044  4.119  -3.310
C  0.541  4.472  -4.510
C  0.598  3.551  -5.543
C  0.096  2.273  -5.365
C  -0.468  1.914  -4.153
C  -3.271  1.600  -1.526
C  -4.140  1.771  -0.456
C  -5.411  1.230  -0.490
C  -5.828  0.513  -1.599
C  -4.962  0.323  -2.663
C  -3.692  0.870  -2.628
H  -1.696  3.777  -0.637
H  -0.112  4.836  -2.505
H  0.936  5.468  -4.638
H  1.041  3.827  -6.488
H  0.142  1.562  -6.179
H  -0.842  0.909  -4.011
H  -3.822  2.361  0.396
H  -6.076  1.389  0.347
H  -6.830  0.112  -1.630
H  -5.264  -0.250  -3.529
H  -3.036  0.761  -3.482
C  2.180  -3.658  -2.439
Si  1.754  -4.238  -0.655
C  1.725  -6.158  -0.642
C  3.277  -3.725  0.396
As  -0.134  -3.407  0.432
Si  -1.654  -3.215  -1.314
C  -3.372  -2.667  -0.657
C  -1.225  -1.911  -2.662
C  -1.930  -4.913  -2.158
H  3.179  -3.960  -2.738
H  2.140  -2.574  -2.498
H  1.483  -4.060  -3.168
H  2.620  -6.603  -1.066
H  0.872  -6.537  -1.196
H  1.631  -6.509  0.383
H  4.136  -4.369  0.235
H  3.022  -3.768  1.453
H  3.587  -2.711  0.167
H  -3.339  -1.647  -0.284
H  -3.688  -3.300  0.166
H  -4.143  -2.711  -1.421
H  -1.216  -0.914  -2.221
H  -1.940  -1.899  -3.478
H  -0.243  -2.106  -3.081
H  -2.058  -5.673  -1.392
H  -1.071  -5.192  -2.760
H  -2.806  -4.935  -2.798

[8]
Computed, not measured: a molecular structure, C24H29BHgN8O5S2, with ωB97M-V/def2-TZVPD.

Molecular weight: 785.08 g mol⁻¹
LUMO level (alpha / beta): 1.4 / 1.4 eV
Energy above the lowest of the compared OMol25 structures with the same formula, charge and spin: 0.000 eV
Total charge: -1
Calculated total energy: -2720.95135 Ha
<S²>: 0.76
2S+1: 2
Gap between HOMO and LUMO (alpha / beta): 4.408 / 6.894 eV

Geometry (Å):
Hg  -2.197  0.484  -1.353
C  2.423  0.372  -0.112
C  1.009  0.237  -0.721
N  1.102  -0.137  -2.124
C  1.935  0.807  -2.843
C  3.405  0.685  -2.358
N  3.387  -0.177  -1.131
C  2.988  -1.581  -1.490
C  1.645  -1.490  -2.246
H  2.537  -0.210  0.802
H  2.704  1.408  0.075
H  0.462  1.169  -0.607
H  0.430  -0.517  -0.192
H  1.552  1.811  -2.663
H  1.873  0.616  -3.914
H  3.843  1.646  -2.091
H  4.049  0.187  -3.082
H  4.317  -0.204  -0.724
H  2.907  -2.134  -0.561
H  3.788  -2.025  -2.079
H  0.940  -2.213  -1.840
H  1.778  -1.721  -3.303
O  -0.670  2.864  -2.860
B  -1.591  2.609  -1.802
O  -1.618  3.741  -0.976
C  -0.726  4.639  -1.488
C  -0.379  5.882  -1.010
C  0.578  6.591  -1.736
C  1.150  6.063  -2.889
C  0.788  4.801  -3.365
C  -0.156  4.108  -2.638
H  -0.832  6.279  -0.111
H  0.882  7.572  -1.394
H  1.885  6.642  -3.433
H  1.216  4.387  -4.269
C  -5.436  0.869  2.314
N  -4.705  -0.376  2.183
C  -4.307  -0.873  1.005
S  -4.812  -0.167  -0.473
N  -3.542  -1.966  1.042
C  -3.241  -2.698  2.259
H  -5.650  1.008  3.372
H  -6.364  0.828  1.747
H  -4.851  1.716  1.949
H  -4.233  -0.676  3.030
H  -3.140  -2.303  0.180
H  -2.677  -2.098  2.976
H  -2.653  -3.565  1.976
H  -4.164  -3.019  2.750
O  2.869  -4.371  -1.306
S  1.904  -4.900  -0.355
O  2.214  -6.207  0.168
N  0.415  -4.760  -0.891
C  -0.317  -3.879  -0.177
O  -1.508  -3.633  -0.318
C  0.501  -3.199  0.911
C  0.120  -2.176  1.762
C  1.036  -1.726  2.708
C  2.304  -2.301  2.800
C  2.694  -3.311  1.923
C  1.771  -3.730  0.983
H  -0.856  -1.717  1.670
H  0.752  -0.926  3.382
H  2.993  -1.955  3.561
H  3.678  -3.761  1.978
N  -0.669  1.050  1.557
C  -0.946  0.921  2.682
N  -1.154  0.808  3.970
C  -2.244  0.217  4.388
N  -3.187  -0.317  4.819